(1)
68
Properties=species:S:1:pos:R:3:lowdin_charge:R:1 method="wB97M-V/def2-TZVPD" charge=-1 e_homo_ha="-0.077 / -0.157" total_energy_ev=-85473.1194 multiplicity=3 relative_energy_ev=0.158 s_squared=2.030 orbital_gap_ha="0.1479 / 0.2254"
Ti -0.575 -0.035 0.286 0.9018
N -3.589 3.242 -0.968 0.0651
C -2.887 2.173 -0.491 -0.8777
S -1.259 2.431 -0.027 0.7203
N -3.561 1.037 -0.483 -0.0076
N -2.831 0.020 0.043 -0.1107
C -3.482 -1.029 0.384 -0.0693
C -2.768 -2.077 1.102 -0.2417
C -3.406 -3.198 1.620 -0.0181
C -2.660 -4.108 2.348 -0.0628
C -1.304 -3.881 2.528 -0.0341
C -0.737 -2.752 1.959 -0.0780
N -1.458 -1.869 1.273 0.0309
H -3.060 4.047 -1.252 0.0744
H -4.453 3.041 -1.444 0.0870
H -4.554 -1.094 0.222 0.1240
H -4.466 -3.338 1.454 0.1095
H -3.130 -4.987 2.769 0.1041
H -0.685 -4.567 3.087 0.1067
H 0.323 -2.543 2.038 0.1189
C 1.018 4.157 -3.219 -0.1206
C 1.432 3.087 -4.022 -0.1243
C 1.897 1.944 -3.431 -0.0542
C 1.953 1.853 -2.011 -0.3797
N 1.560 2.890 -1.246 0.0911
C 1.115 3.988 -1.850 -0.2222
N 2.488 0.735 -1.484 0.1428
C 2.438 0.342 -0.226 -0.2995
N 1.426 0.427 0.717 0.0299
C 1.876 -0.201 1.876 -0.3043
N 1.286 -0.335 3.070 0.1242
C 0.064 0.094 3.360 -0.3648
C -0.322 0.068 4.740 -0.0319
C -1.538 0.524 5.133 -0.1045
C -2.428 1.030 4.158 -0.0970
C -2.027 0.998 2.853 -0.1842
N -0.837 0.517 2.423 -0.0110
C 3.193 -0.722 1.658 -0.1266
C 4.082 -1.415 2.487 -0.0336
C 5.297 -1.790 1.958 -0.1126
C 5.642 -1.480 0.624 -0.1092
C 4.772 -0.782 -0.188 -0.0242
C 3.541 -0.404 0.344 -0.1140
H 0.652 5.085 -3.640 0.0766
H 1.384 3.159 -5.104 0.0938
H 2.231 1.091 -4.006 0.1014
H 0.807 4.790 -1.184 0.0897
H 0.410 -0.314 5.438 0.1000
H -1.816 0.511 6.181 0.0928
H -3.395 1.438 4.418 0.0861
H -2.681 1.381 2.082 0.0666
H 3.808 -1.646 3.509 0.0996
H 6.006 -2.335 2.572 0.0851
H 6.604 -1.797 0.240 0.0851
H 5.018 -0.533 -1.213 0.1047
O 0.855 -3.108 -2.169 0.0623
C 0.402 -2.059 -1.748 -0.5671
O 0.237 -1.724 -0.520 -0.1351
C -0.174 -1.045 -2.710 -0.1743
C -0.184 -1.285 -4.073 0.0039
C -0.750 -0.338 -4.908 -0.0595
C -1.253 0.822 -4.344 -0.0590
C -1.174 0.990 -2.972 -0.1373
N -0.669 0.064 -2.155 0.0856
H 0.250 -2.209 -4.429 0.1174
H -0.785 -0.493 -5.979 0.1031
H -1.674 1.611 -4.951 0.1045
H -1.498 1.911 -2.510 0.0617

(2)
63
Properties=species:S:1:pos:R:3:lowdin_charge:R:1 method="wB97M-V/def2-TZVPD" charge=+1 e_homo_ha="-0.405 / -0.405" total_energy_ev=-57672.8142 multiplicity=1 relative_energy_ev=0.135 orbital_gap_ha="0.2947 / 0.2948"
Pd -0.283 0.628 1.649 1.0020
C -0.131 5.048 0.607 -0.0249
N -1.430 4.397 0.493 -0.1328
C -2.462 5.023 -0.322 -0.0312
C -1.611 3.210 1.110 -0.4014
N -0.674 2.610 1.784 0.0258
N -2.886 2.692 1.028 0.1565
C -3.402 1.559 1.664 -0.5005
N -4.771 1.591 1.722 0.1540
N -2.651 0.614 2.057 0.1131
H -0.191 6.028 0.144 0.0933
H 0.647 4.470 0.103 0.1002
H 0.144 5.195 1.653 0.1011
H -1.993 5.761 -0.966 0.0947
H -3.217 5.535 0.281 0.1023
H -2.941 4.297 -0.980 0.0963
H 0.206 3.105 1.757 0.0621
H -3.573 3.286 0.602 0.1133
H -5.243 2.478 1.777 0.1042
H -5.224 0.839 2.213 0.1092
H -3.152 -0.120 2.542 0.0795
O -0.326 -2.971 -0.013 -0.2827
S 0.803 -2.605 0.798 0.6652
O 2.076 -2.517 0.141 -0.2803
N 0.501 -1.241 1.663 -0.1785
C 0.361 -1.483 2.986 -0.5159
O -0.037 -0.569 3.718 0.0071
C 0.638 -2.889 3.361 -0.1335
C 0.647 -3.472 4.615 0.0131
C 0.943 -4.826 4.696 -0.0476
C 1.220 -5.570 3.552 -0.0480
C 1.209 -4.982 2.291 -0.0204
C 0.911 -3.638 2.233 -0.2105
H 0.436 -2.882 5.497 0.1276
H 0.964 -5.314 5.661 0.1124
H 1.446 -6.624 3.646 0.1134
H 1.420 -5.557 1.400 0.1265
C 0.651 -1.372 -4.274 0.0285
N 0.141 -0.994 -2.966 -0.0378
N 0.748 -0.016 -2.211 0.0708
C -0.101 0.341 -1.204 -0.4053
O 0.276 1.139 -0.282 -0.1280
C -1.303 -0.359 -1.408 0.0412
C -1.107 -1.174 -2.497 -0.2597
C -2.034 -2.142 -3.136 0.0062
C 2.157 0.210 -2.240 -0.1999
C 2.614 1.516 -2.335 -0.0113
C 3.979 1.754 -2.340 -0.0675
C 4.869 0.692 -2.268 -0.0702
C 4.398 -0.610 -2.176 -0.0521
C 3.035 -0.859 -2.151 -0.0209
H 1.470 -0.709 -4.536 0.0996
H -0.135 -1.275 -5.020 0.0961
H 1.021 -2.396 -4.259 0.1038
H -2.162 -0.345 -0.760 0.1109
H -2.937 -2.233 -2.538 0.0916
H -1.569 -3.126 -3.207 0.0990
H -2.317 -1.821 -4.140 0.0902
H 1.901 2.326 -2.403 0.1174
H 4.347 2.768 -2.410 0.1073
H 5.935 0.880 -2.279 0.1087
H 5.092 -1.436 -2.102 0.1135
H 2.656 -1.864 -2.023 0.1033

(3)
51
Properties=species:S:1:pos:R:3:lowdin_charge:R:1 method="wB97M-V/def2-TZVPD" smiles="C=CCn1c([C@H](CCCC)C[C@H](O)COCCC)n[nH]c1=S" charge=0 e_homo_ha=-0.286 total_energy_ev=-36462.6866 multiplicity=1 relative_energy_ev=0.252 orbital_gap_ha=0.3095
C 1.730 4.250 0.590 0.0146
C 0.806 3.310 0.548 -0.1579
C 1.079 1.868 0.876 -0.1667
N 0.956 1.039 -0.298 0.0063
C -0.077 0.271 -0.764 -0.2773
C -1.408 0.032 -0.134 -0.2322
C -2.159 1.338 0.170 -0.1668
C -3.678 1.170 0.261 -0.2064
C -4.363 0.726 -1.033 -0.2612
C -4.122 1.674 -2.202 -0.1059
C -1.271 -0.869 1.104 -0.0739
C -0.699 -2.261 0.767 -0.3485
O -1.542 -3.298 1.213 -0.0188
C 0.716 -2.456 1.333 -0.1631
O 1.554 -1.448 0.829 -0.1663
C 2.913 -1.552 1.211 -0.2167
C 3.687 -2.657 0.489 -0.2220
C 3.637 -2.469 -1.022 -0.1031
N 0.245 -0.308 -1.879 0.1338
N 1.513 0.077 -2.146 0.0367
C 1.997 0.893 -1.182 -0.8374
S 3.501 1.543 -1.081 0.6202
H 1.512 5.273 0.336 0.0568
H 2.746 4.030 0.871 0.0523
H -0.206 3.538 0.242 0.0893
H 0.393 1.505 1.642 0.1142
H 2.109 1.766 1.231 0.0994
H -1.970 -0.525 -0.888 0.1394
H -1.935 2.062 -0.615 0.1070
H -1.809 1.753 1.117 0.1104
H -3.919 0.451 1.047 0.1036
H -4.099 2.133 0.562 0.1136
H -4.033 -0.277 -1.308 0.0992
H -5.436 0.669 -0.837 0.1060
H -3.085 1.642 -2.526 0.0659
H -4.370 2.696 -1.922 0.0758
H -4.745 1.391 -3.047 0.0703
H -0.643 -0.387 1.855 0.1146
H -2.266 -1.009 1.529 0.1207
H -0.653 -2.382 -0.320 0.1488
H -1.574 -3.283 2.177 0.0967
H 0.687 -2.407 2.438 0.1385
H 1.068 -3.456 1.049 0.1307
H 3.348 -0.584 0.949 0.0916
H 2.983 -1.691 2.300 0.1247
H 4.720 -2.619 0.837 0.1119
H 3.282 -3.636 0.755 0.0982
H 4.069 -1.508 -1.291 0.0494
H 4.192 -3.256 -1.525 0.0703
H 2.604 -2.494 -1.365 0.0634
H 2.013 -0.271 -2.946 0.1499

(4)
12
Properties=species:S:1:pos:R:3:lowdin_charge:R:1 method="wB97M-V/def2-TZVPD" smiles="O=C=C1COC1.[H][H]" charge=0 e_homo_ha=-0.325 total_energy_ev=-8336.6523 multiplicity=1 relative_energy_ev=3.809 orbital_gap_ha=0.3485
O -2.110 -0.404 1.685 0.1499
C -1.165 -0.214 1.021 -0.1969
C -0.060 -0.025 0.350 -0.2044
C 0.391 0.323 -1.054 -0.1541
O 1.673 0.721 -0.541 -0.1050
C 1.337 0.333 0.800 -0.1348
H 0.484 -0.515 -1.759 0.1134
H -0.137 1.150 -1.545 0.1226
H 1.408 1.163 1.513 0.1233
H 1.946 -0.512 1.149 0.1220
H -2.321 -1.045 -0.953 0.0889
H -1.711 -1.468 -0.898 0.0750

(5)
11
Properties=species:S:1:pos:R:3:lowdin_charge:R:1 method="wB97M-V/def2-TZVPD" smiles="O=C1NN=CC=NO1" charge=0 e_homo_ha=-0.356 total_energy_ev=-11720.8487 multiplicity=1 relative_energy_ev=5.108 orbital_gap_ha=0.3468
O -1.041 1.927 1.636 0.1863
C -0.639 1.021 1.022 -0.4972
N -0.790 0.976 -0.405 0.0304
N -0.746 0.020 -1.157 0.0298
C 0.034 -1.091 -0.920 -0.0761
C 1.170 -0.986 -0.029 -0.1585
N 1.228 -0.273 1.025 0.0842
O -0.114 -0.171 1.487 -0.0339
H -1.555 1.697 -0.604 0.1998
H 0.263 -1.713 -1.812 0.1021
H 2.191 -1.406 -0.244 0.1332

(6)
60
Properties=species:S:1:pos:R:3:lowdin_charge:R:1 method="wB97M-V/def2-TZVPD" charge=-1 e_homo_ha="0.001 / -0.259" total_energy_ev=-29470.2219 multiplicity=2 relative_energy_ev=0.568 s_squared=0.750 orbital_gap_ha="0.0969 / 0.3564"
C 4.106 -25.748 -10.984 -0.0968
C 3.849 -24.365 -10.390 -0.2980
O 4.969 -23.423 -10.452 -0.1190
H 3.247 -26.419 -10.942 0.0676
H 4.914 -26.248 -10.451 0.0528
H 4.377 -25.708 -12.039 0.0526
H 3.642 -24.432 -9.322 0.0972
H 2.943 -23.917 -10.799 0.0795
H 4.984 -22.990 -11.309 -0.0034
C 6.033 -27.850 -13.176 -0.0944
C 7.024 -27.731 -12.072 -0.3290
O 8.293 -27.404 -12.651 -0.0845
H 6.285 -28.717 -13.787 0.0765
H 5.886 -27.007 -13.852 0.0715
H 5.130 -28.134 -12.637 0.0743
H 7.100 -28.687 -11.554 0.1089
H 6.767 -26.964 -11.342 0.0935
H 8.915 -27.403 -11.920 0.0707
C 1.500 -26.564 -14.155 -0.0847
C 1.018 -25.132 -13.900 -0.3767
O 1.680 -24.203 -14.685 -0.2534
H 2.554 -26.510 -14.425 0.0566
H 1.011 -26.938 -15.054 0.0630
H 1.386 -27.301 -13.360 0.0618
H 1.236 -24.819 -12.879 0.0820
H -0.067 -25.050 -13.975 0.0951
H 1.779 -23.386 -14.191 -0.0187
C 6.113 -28.263 -19.216 -0.0806
C 5.430 -27.191 -18.353 -0.3177
O 5.379 -27.697 -17.044 -0.0935
H 5.572 -29.201 -19.093 0.0739
H 7.171 -28.372 -18.980 0.0671
H 6.084 -27.898 -20.243 0.0637
H 4.419 -26.965 -18.692 0.0971
H 5.930 -26.232 -18.221 0.1056
H 6.209 -27.477 -16.614 0.0714
C 2.795 -24.413 -19.548 -0.0815
C 1.918 -24.082 -18.311 -0.3189
O 2.346 -24.927 -17.265 -0.1210
H 2.856 -25.485 -19.733 0.0518
H 3.815 -24.051 -19.423 0.0712
H 2.336 -23.973 -20.433 0.0590
H 0.828 -24.103 -18.315 0.1038
H 2.148 -23.053 -18.037 0.0966
H 2.084 -24.440 -16.480 0.0250
C 6.351 -21.467 -12.451 -0.0810
C 5.093 -21.599 -13.410 -0.2615
O 4.301 -22.787 -13.062 -0.2134
H 6.888 -22.412 -12.371 0.0699
H 6.072 -21.316 -11.408 0.0551
H 7.002 -20.676 -12.823 0.0640
H 5.475 -21.869 -14.395 0.0863
H 4.496 -20.707 -13.598 0.0789
H 3.410 -22.640 -13.389 0.0029
O 7.305 -24.170 -16.483 -0.0745
H 6.393 -24.122 -16.194 -0.0366
H 7.556 -25.082 -16.333 0.0102
O 4.853 -24.495 -15.449 -0.0583
H 4.337 -25.044 -16.040 0.0235
H 4.381 -24.529 -14.617 0.0165

(7)
74
Properties=species:S:1:pos:R:3:lowdin_charge:R:1 method="wB97M-V/def2-TZVPD" charge=0 e_homo_ha="-0.309 / -0.315" total_energy_ev=-89398.9897 multiplicity=4 relative_energy_ev=1.301 s_squared=3.767 orbital_gap_ha="0.2553 / 0.2455"
Re 9.964 9.281 12.148 1.4423
Cl 11.478 7.439 12.503 0.8996
C 13.036 8.169 12.560 -0.5631
C 14.161 7.558 13.146 -0.0650
C 15.354 8.307 13.290 -0.0420
C 15.454 9.592 12.698 -0.0517
C 14.395 10.139 11.986 -0.0688
C 13.140 9.470 11.967 -0.3547
P 11.876 10.155 10.909 0.9921
C 12.095 11.950 11.150 -0.3678
C 12.289 12.491 12.406 -0.0771
C 12.349 13.895 12.570 -0.0530
C 11.963 14.702 11.527 -0.1010
C 11.605 14.142 10.326 -0.0856
C 11.701 12.764 10.096 -0.0906
C 12.508 9.981 9.218 -0.3393
C 13.700 10.599 8.838 -0.0899
C 14.303 10.118 7.673 -0.0729
C 13.641 9.257 6.783 -0.0741
C 12.337 8.891 7.085 -0.0691
C 11.721 9.292 8.279 -0.0629
H 14.133 6.541 13.641 0.1339
H 16.279 7.977 13.756 0.1097
H 16.362 10.179 12.777 0.1094
H 14.501 11.101 11.491 0.0988
H 12.322 11.769 13.297 0.1063
H 12.714 14.268 13.542 0.1204
H 11.806 15.777 11.710 0.1169
H 11.162 14.769 9.496 0.1249
H 11.542 12.320 9.097 0.1167
H 14.202 11.291 9.487 0.0946
H 15.394 10.490 7.426 0.1445
H 14.185 8.917 5.896 0.1123
H 11.781 8.359 6.358 0.0924
H 10.661 9.055 8.516 0.0880
O 11.973 10.873 15.279 0.0853
C 10.971 10.320 14.836 -0.4628
O 10.513 10.493 13.572 -0.2530
C 10.001 9.476 15.618 -0.0645
C 9.868 9.705 16.987 0.0987
C 8.585 9.493 17.541 -0.1249
C 7.667 8.566 16.997 0.0819
C 8.007 8.031 15.790 -0.0361
C 9.131 8.566 14.929 -0.2213
O 9.106 8.231 13.665 -0.2475
N 7.149 6.898 15.322 -0.3222
O 6.075 6.763 15.880 0.0732
O 7.713 6.133 14.525 0.0746
N 8.232 10.244 18.718 -0.3422
O 8.972 11.185 19.051 0.0556
O 7.195 9.933 19.306 0.0626
H 10.673 10.215 17.489 0.1330
H 6.769 8.188 17.502 0.1438
C 6.749 11.536 8.952 -0.0607
N 6.970 11.363 10.356 -0.0569
C 6.096 11.900 11.328 0.0097
C 6.370 11.785 12.678 0.0351
C 7.465 10.944 13.092 -0.4581
O 7.566 10.628 14.280 0.0728
N 8.213 10.398 12.077 0.0330
C 8.143 10.775 10.772 -0.5038
O 9.173 10.582 10.085 -0.0759
H 7.062 12.569 8.704 0.0994
H 5.712 11.348 8.575 0.1095
H 7.465 10.973 8.339 0.0830
H 5.207 12.316 10.877 0.1256
H 5.537 12.015 13.357 0.1263
O 9.003 7.939 11.185 -0.3983
N 9.683 7.305 10.206 0.0448
C 8.834 7.114 9.152 -0.2859
C 9.350 6.411 8.060 -0.1847
N 9.597 5.723 7.164 0.1909
C 7.575 7.708 9.075 -0.1384
N 6.556 8.296 9.128 0.2241

(8)
104
Properties=species:S:1:pos:R:3:lowdin_charge:R:1 method="wB97M-V/def2-TZVPD" charge=+1 e_homo_ha=-0.406 total_energy_ev=-196332.5680 multiplicity=1 orbital_gap_ha=0.2610
C -3.849 4.500 0.881 -0.2023
C -3.202 3.065 0.312 -0.7044
I -4.457 1.903 -0.992 0.9798
C -1.864 2.590 0.695 -0.5328
I -0.876 3.976 2.160 1.0631
C -1.041 1.255 0.277 -0.2736
C -1.453 0.287 1.581 -0.0598
C -2.956 -0.350 1.482 -0.2012
O -3.275 -1.103 0.273 -0.2440
C -4.706 -1.510 0.328 -0.1070
C -4.945 -3.125 0.460 -0.1806
F -4.329 -3.613 1.715 0.0171
F -6.442 -3.322 0.494 0.0030
F -4.478 -3.838 -0.771 0.0153
O 0.363 1.818 0.264 -0.1426
C 0.925 2.214 -1.080 -0.3315
C 1.005 3.882 -1.035 -0.1655
C 2.058 4.476 0.071 -0.4484
S 1.582 6.281 0.490 0.8369
C 0.905 7.156 -1.019 -0.4565
N 0.044 8.393 -0.759 -0.0311
N -0.340 8.923 -1.990 -0.0161
C 0.239 8.026 -3.070 -0.0376
O 1.048 6.926 -2.464 -0.1217
O 2.089 1.458 -1.569 -0.0852
C 2.979 2.220 -2.434 -0.1658
C 4.202 1.385 -3.150 -0.2579
C 5.073 0.443 -2.084 -0.0793
C 3.834 0.638 -4.555 -0.3429
C 3.219 -0.871 -4.429 -0.0967
C 2.867 1.488 -5.575 -0.1290
N -0.292 1.804 -1.936 -0.1994
P -0.224 1.871 -3.710 0.7447
O -1.424 0.799 -4.455 -0.3296
Br -0.950 3.967 -4.375 0.3380
C -0.963 0.594 -1.225 -0.0475
C -0.380 -0.886 -1.518 -0.0945
F 0.614 -0.970 -2.660 -0.0016
F -1.541 -1.687 -2.087 0.0119
C 0.253 -1.860 -0.421 -0.0586
F 0.603 -3.077 -1.285 0.0163
F -0.712 -2.551 0.518 0.0482
C 1.713 -1.552 0.219 -0.1373
F 2.812 -1.318 -0.770 0.0399
F 1.831 -0.531 1.256 0.0559
F 2.119 -2.848 0.894 0.0357
H -4.865 4.747 0.322 0.0801
H -3.141 5.424 0.668 0.0769
H -4.079 4.327 2.017 0.0883
H -1.530 1.049 2.501 0.0866
H -0.608 -0.449 1.902 0.1205
H -3.099 -1.068 2.424 0.1642
H -3.714 0.553 1.676 0.1179
H -5.162 -1.177 -0.724 0.1315
H -5.323 -0.880 1.132 0.1646
H -0.048 4.370 -0.748 0.1059
H 1.235 4.349 -2.110 0.1049
H 3.171 4.551 -0.276 0.0849
H 1.993 3.817 1.062 0.0839
H 0.007 8.267 -4.194 0.1427
H 3.554 2.999 -1.734 0.1347
H 2.423 2.913 -3.233 0.1073
H 4.990 2.233 -3.456 0.1551
H 4.946 -0.704 -2.258 0.0738
H 6.232 0.693 -2.215 0.0962
H 4.818 0.782 -0.968 0.0949
H 4.871 0.516 -5.137 0.1470
H 2.159 -0.931 -4.940 0.0755
H 3.935 -1.616 -4.981 0.0946
H 3.104 -1.216 -3.314 0.0581
H 2.885 2.665 -5.374 0.0853
H 1.767 1.092 -5.652 0.0405
H 3.330 1.369 -6.669 0.1000
H -0.885 2.681 -1.811 0.1077
H -1.317 -0.137 -4.115 0.0603
H -1.966 0.575 -1.882 0.1214
C 2.872 -0.914 5.876 -0.0582
C 2.548 -0.202 4.720 -0.0641
C 1.287 0.383 4.589 -0.0091
C 0.355 0.251 5.628 -0.1376
C 0.675 -0.470 6.786 0.0094
C 1.939 -1.052 6.905 -0.0522
N -0.963 0.885 5.507 -0.3043
O -1.215 1.498 4.459 -0.0538
O -1.747 0.774 6.461 0.0896
H 3.859 -1.363 5.976 0.1142
H 3.280 -0.099 3.922 0.1077
H 1.049 0.935 3.682 0.1018
H -0.040 -0.584 7.598 0.1240
H 2.198 -1.611 7.801 0.1156
C -2.701 -6.765 0.053 -0.0698
C -1.846 -7.800 -0.328 -0.0647
C -1.088 -8.472 0.634 0.0012
C -1.199 -8.099 1.980 -0.1423
C -2.052 -7.056 2.364 0.0036
C -2.802 -6.390 1.393 -0.0641
N -0.424 -8.818 2.999 -0.3261
O 0.333 -9.723 2.617 0.0645
O -0.575 -8.482 4.183 0.0608
H -3.294 -6.249 -0.700 0.0968
H -1.772 -8.086 -1.375 0.1089
H -0.426 -9.276 0.321 0.1200
H -2.144 -6.753 3.405 0.1188
H -3.469 -5.581 1.682 0.0805